*a*
The following is a quantum chemistry calculation of 2 unconnected molecules or ions with the total composition CH6N2S, from the OMol25 dataset.

```
10
CH6N2S (wB97M-V/def2-TZVPD)
H -2.19659 0.28232 -0.70610
N -1.22551 0.28661 -0.41925
C -0.95335 -0.84318 0.09280
N 0.28766 -1.22761 0.50031
H -1.69398 -1.63973 0.19690
H 0.33498 -1.90321 1.24489
H 1.05358 -0.57325 0.42948
S 1.96257 1.66462 -0.76140
H 0.66134 1.81429 -1.05711
H 1.76930 2.13914 0.47948
```

Frontier orbital gap: 10.4 eV
Structure (SMILES): [H]/N=C/N.S
HOMO: -9.4 eV
LUMO: 0.0365 Eh

*b*
The following is a quantum chemistry calculation of a molecular structure, CH6N2S, from the OMol25 dataset.

```
10
CH6N2S (wB97M-V/def2-TZVPD)
S 1.08494 2.20817 0.02685
H 1.94340 1.56566 -0.78185
N 0.37466 -1.04319 0.79628
C -0.66085 -0.87469 -0.05188
N -1.07813 0.31251 -0.29987
H 0.76175 -0.14530 1.05177
H 0.94353 -1.86416 0.71338
H -1.20353 -1.76597 -0.34218
H -1.90167 0.32844 -0.87781
H -0.26411 1.27853 -0.23468
```

Frontier orbital gap: 8.4 eV
HOMO: -7.9 eV
LUMO: 0.0177 Eh

*c*
The following is a quantum chemistry calculation of 2 unconnected molecules or ions with the total composition CH6N2S, from the OMol25 dataset.

```
10
CH6N2S (wB97M-V/def2-TZVPD)
C -0.01408 0.01928 0.90756
N -0.24099 -1.01455 -1.01367
N 0.57634 -0.92090 0.15243
S -0.06166 2.17973 -0.29253
H -1.02342 0.12873 0.90822
H 0.58652 0.37864 1.74116
H 0.08834 -1.78072 -1.54988
H -0.34983 -0.00864 -1.51157
H 1.54510 -1.21609 0.08901
H -1.10632 2.23450 0.56926
```

Frontier orbital gap: 8.6 eV
HOMO: -8.1 eV
LUMO: 0.0172 Eh

*d*
The following is a quantum chemistry calculation of 2 unconnected molecules or ions with the total composition CH6N2S, from the OMol25 dataset.

```
10
CH6N2S (wB97M-V/def2-TZVPD)
S -1.49003 -0.05599 1.22186
H -2.62491 -0.76288 1.18473
N 0.22241 -0.56283 -1.23845
C 0.70500 -0.20459 -0.04510
N 0.94356 1.06845 0.22987
H -0.45048 0.03625 -1.69063
H 0.00123 -1.54642 -1.31807
H 1.18787 -0.95390 0.54891
H 1.30421 1.27443 1.14781
H 0.20115 1.70748 -0.04091
```

Frontier orbital gap: 7.9 eV
HOMO: -7.3 eV
LUMO: 0.0221 Eh

Which one is most stable, and which one is least stable? *a* is the most stable of them, while *c* is the least stable.